# 1
Entry from the Open Molecules 2025 dataset: one molecule with the formula C4H9NO in a non-equilibrium geometry (ωB97M-V/def2-TZVPD).

Properties
HOMO level = -0.295 Ha
Kohn-Sham gap = 5.159 eV
DFT total energy = -287.5705 hartree

Structure (XYZ):
```
15
Properties=species:S:1:pos:R:3:forces:R:3:nbo_charge:R:1
N 0.751983 1.499976 0.864050 -1.9564 -1.4401 0.7954 -0.598
C -0.322104 0.898342 0.220967 0.0123 1.0859 1.4852 0.224
C 0.175814 -0.226432 -0.846506 0.4893 -0.6750 -0.8665 -0.345
C 1.446979 -0.866688 -0.296983 -0.6506 -0.7584 0.9312 -0.621
C -0.898190 -1.180056 -1.080076 1.7737 0.6625 -1.8177 -0.262
O -1.141096 0.159528 1.196557 1.2003 -0.3904 -0.9093 -0.665
H 0.366383 2.326585 1.329409 0.4405 0.7099 -0.9446 0.338
H -1.038185 1.556840 -0.281219 -0.0076 0.2339 -0.1104 0.141
H 0.439669 0.482828 -1.647463 -0.7147 -0.5273 -0.3103 0.269
H 1.601646 -1.925827 -0.537055 -0.0398 0.3400 -0.8691 0.204
H 2.343759 -0.277136 -0.475057 -0.1427 -0.0161 0.2300 0.236
H 1.213268 -0.971004 0.762591 0.7503 0.4723 0.3951 0.238
H -1.451051 -0.579337 0.596282 -0.2458 -0.0857 0.5268 0.428
H -0.559529 -2.212866 -1.038263 -0.5720 -0.1073 0.9565 0.207
H -1.626308 -1.045904 -1.876836 -0.3368 0.4958 0.5077 0.207
```
Positions in Å, forces in eV/Å.

***

# 2
Entry from the Open Molecules 2025 dataset: an isolated ion of composition CH3O4Si and charge -1 in a non-equilibrium geometry (ωB97M-V/def2-TZVPD).

Properties
HOMO level = -0.155 Ha
Kohn-Sham gap = 8.076 eV
charge = -1
DFT total energy = -630.4997 hartree
SMILES = O=C([O-])[SiH](O)O

Structure (XYZ):
```
9
Properties=species:S:1:pos:R:3:forces:R:3:nbo_charge:R:1
C -2.615956 -0.021193 -0.188869 0.1106 0.2315 0.3217 0.455
O -2.730738 -1.228032 -0.513934 0.1927 -0.3108 -0.2000 -0.789
O -3.492401 0.818678 0.018092 0.0155 0.3349 0.0267 -0.730
O -0.045249 -1.087710 -0.485009 0.7035 -0.0051 -0.1173 -1.138
O 0.216740 1.852761 -0.720493 -1.9774 -2.6435 1.4581 -1.091
Si -0.697182 0.302460 0.104715 1.1758 2.3349 -1.5484 1.593
H -0.800066 -1.656711 -0.708759 -0.3588 0.0749 -0.1158 0.522
H 0.942714 1.458835 -1.202291 0.2707 -0.1727 -0.2398 0.455
H -0.132980 0.458676 1.449329 -0.1326 0.1558 0.4148 -0.276
```
Positions in Å, forces in eV/Å.

***

> What is the formula in the first record?

C4H9NO

***

> Among the records above, which one has the lowest HOMO level?

C4H9NO